Density functional theory data (wB97M-V/def2-TZVPD) for a structure of composition C19H22BeN2Se.

The total energy comes out at -3262.84326 a.u. The spin multiplicity is 1. For the HOMO energy, the calculation gives -6.53 eV. For the energy above the lowest of the compared OMol25 structures with the same formula, charge and spin, the calculation gives 0.0000 eV. For the HOMO-LUMO gap, the calculation gives 5.7988 eV.

Geometry (Å):
Se 0.8399 -0.4015 0.7355
N -0.6604 1.4591 -1.4999
N -0.8254 -1.2903 -1.5269
C -0.3915 2.7813 -1.3775
C 1.9218 -0.2491 2.2983
C 0.0269 3.5374 -2.4636
C 2.7296 -0.2017 4.9596
C -0.8867 -2.6093 -1.4330
C -0.2669 -1.4701 -3.8399
C -0.6628 -3.4580 -2.5272
C -0.3913 0.7959 -2.6721
C -0.5151 -1.4715 1.6711
C 0.2446 2.9043 -3.6890
C -1.0911 1.5646 1.4069
C 0.0677 1.5189 -3.7769
C -0.3545 -2.8604 -3.7606
C 2.5850 -1.4284 4.2969
C 2.2488 0.9831 2.8935
C -2.9761 0.2081 -0.1894
C 2.2646 -1.4484 2.9417
C -0.5134 -0.6747 -2.6893
C 2.5953 0.9968 4.2479
Be -1.3604 0.7668 -0.1445
H -1.7761 2.4120 1.2276
H -0.2450 -2.5152 1.4435
H -3.1489 -0.8547 -0.3994
H 2.1485 -2.3974 2.4253
H 2.1473 1.9144 2.3316
H 0.0008 -0.9769 -4.7774
H 0.1675 4.6050 -2.3194
H -0.4464 -1.2443 2.7452
H -1.5231 1.0058 2.2483
H -3.3748 0.7648 -1.0590
H -0.7384 -4.5284 -2.3907
H -0.5205 3.2071 -0.3801
H -0.1660 2.0209 1.7795
H 2.7533 1.9504 4.7597
H -0.1750 -3.4692 -4.6469
H -1.1203 -3.0256 -0.4503
H -1.5266 -1.2125 1.3037
H -3.5917 0.4828 0.6824
H 2.9251 -0.1858 6.0305
H 0.3059 0.9952 -4.6992
H 2.7113 -2.3668 4.8411
H 0.5644 3.4657 -4.5575

***

Density functional theory data (wB97M-V/def2-TZVPD) for a cluster of 2 separate species, C19H22BrI2NO5P in total.

The total energy comes out at -4678.68515 a.u. The spin multiplicity is 1. For the HOMO energy, the calculation gives -12.24 eV. For the energy above the lowest of the compared OMol25 structures with the same formula, charge and spin, the calculation gives 0.0000 eV. Its charge is +1. For the HOMO-LUMO gap, the calculation gives 7.8670 eV.

Geometry (Å):
I 0.9358 -1.0993 -0.8009
I -3.4357 2.3422 -0.8617
Br 2.6763 3.5006 3.7449
P 1.4560 4.0816 2.0223
O -1.9738 -2.9190 -7.0249
O -3.9463 -1.4711 2.0602
O -5.0706 2.3743 1.5530
O 0.2179 4.8097 2.8227
O 2.1499 -2.8575 -3.7048
N -0.7049 2.3970 2.0061
C -3.9843 2.0627 1.2090
C -2.0352 -0.7896 0.6445
C -1.5496 1.3977 1.7092
C 2.5220 1.5774 0.3171
C 0.5932 -1.6124 -4.9581
C -0.4419 -1.6273 -5.7930
C -2.9516 1.5582 2.2200
C 2.5837 -0.0709 3.3652
C -1.0920 0.3378 0.9356
C 1.1043 1.4767 0.8088
C -0.4123 -4.1680 -5.7809
C 0.2359 0.4108 0.4721
C 3.6224 0.9744 1.2263
C 0.6235 -4.1507 -4.9460
C -1.0292 -2.9077 -6.2700
C 3.2823 -0.2923 2.0232
C -2.5386 -1.5283 1.9163
C 1.2052 -2.8729 -4.4693
C 0.5685 2.4876 1.5889
H 1.0891 -5.0554 -4.5764
H 2.7228 -1.0167 1.4374
H 1.0384 -0.6927 -4.5989
H 3.1723 0.5634 4.0246
H -2.9109 -0.4309 0.1027
H -2.9618 2.3394 2.9842
H -2.1729 -2.5552 1.9380
H 4.0235 1.7150 1.9154
H 4.2351 -0.7717 2.2552
H 2.7332 2.6431 0.1854
H -1.5791 -1.5376 0.0071
H -1.0541 3.1531 2.5872
H 2.5855 1.1383 -0.6739
H 4.4400 0.7116 0.5540
H 1.5649 0.3079 3.2693
H -2.1497 -1.0321 2.8059
H -4.3579 -1.8579 1.2803
H 2.5043 -1.0360 3.8695
H -3.3252 0.6553 2.6963
H -0.9047 -0.7222 -6.1653
H -0.8539 -5.0878 -6.1423
H -0.4498 5.1474 2.2086

***

Density functional theory data (wB97M-V/def2-TZVPD) for a cluster of 15 separate species, C19H22Cl42F4N3 in total.

The total energy comes out at -20628.64034 a.u. The spin multiplicity is 1. For the HOMO energy, the calculation gives -12.07 eV. Its charge is +1. For the HOMO-LUMO gap, the calculation gives 8.0811 eV.

Geometry (Å):
Cl -7.4579 -1.0518 3.2451
Cl 0.9221 1.9339 4.7756
Cl 2.1429 3.4769 1.1060
Cl 6.0998 -4.8099 -6.0496
Cl -1.5758 1.2551 6.0838
Cl 3.7778 6.1185 -1.2691
Cl 5.0697 -7.2713 -4.9056
Cl -3.0333 9.3169 -5.4076
Cl 9.0877 7.6265 3.2450
Cl 5.4838 1.9116 3.4334
Cl 1.6438 -3.8750 -4.5772
Cl 3.0485 10.3482 -3.8432
Cl 3.7259 -2.3872 3.4695
Cl 2.3020 10.6633 -6.6312
Cl -0.4198 -6.5541 -2.9198
Cl -8.4406 -3.7290 8.4644
Cl -9.3520 -2.5974 1.6771
Cl -0.4951 0.8374 0.1714
Cl 3.3992 -5.6773 -6.6627
Cl -0.6552 -4.6092 -6.1805
Cl 4.8403 3.0578 0.1295
Cl 0.6820 -0.5644 6.2322
Cl 1.2237 -3.4865 2.4786
Cl 7.4518 1.0185 1.4847
Cl -7.8493 -3.8703 3.8127
Cl -2.7619 12.0940 -6.2217
Cl -1.2642 -0.9781 2.3088
Cl 3.1316 -5.2027 3.8397
Cl 11.7138 6.9302 2.2220
Cl -0.7717 -2.2733 -4.4615
Cl 1.5586 7.7933 -2.1101
Cl 7.9836 3.3471 3.1316
Cl -1.4101 -8.2656 -0.7974
Cl -3.9070 11.4444 -3.6346
Cl 0.3207 11.0448 -4.5439
Cl -7.6939 -1.1534 7.3428
Cl 1.4641 -0.0248 2.1237
Cl 3.1237 6.3680 -4.0896
Cl 9.4105 6.8886 0.4550
Cl 1.3514 -7.3578 -0.7691
Cl 2.6509 1.5218 -0.9874
Cl -10.4502 -2.0601 7.1907
F -5.0844 -2.2252 0.0689
F -6.0141 -5.1211 1.1876
F -4.9586 -5.4386 -0.7315
F -4.3827 -3.3462 1.8076
N -3.2814 -3.5326 -0.2301
N -2.4515 -5.2533 1.1848
N -1.3034 -4.4524 -0.7637
C -2.4404 -2.3200 -0.4396
C 1.7571 10.1551 -5.0350
C -4.5405 -3.3947 0.4654
C -7.8277 -2.6308 2.5580
C -8.7589 -2.5530 7.1891
C -3.7324 10.9362 -5.3144
C 9.9827 6.6229 2.1024
C 0.2669 -3.2754 -5.4915
C 3.1587 7.1920 -2.5297
C 7.2040 1.7665 3.0646
C -2.3785 -4.4555 0.1562
C 0.1805 1.1281 6.1582
C 2.4593 -3.5781 3.7457
C 3.1349 3.0775 -0.3034
C 0.0008 -7.8374 -1.7861
C 5.0483 -6.2001 -6.3074
C -1.2016 -2.9786 -1.1086
C -5.5462 -4.5250 0.0752
C -0.2204 0.3834 1.8551
H -2.7477 -4.9675 2.1043
H -2.0700 -1.9861 0.5305
H -4.7167 10.9001 -5.7596
H 0.2895 -8.7109 -2.3545
H -0.2631 -2.6536 -0.6869
H -6.3817 -4.0889 -0.4674
H 2.9839 3.8444 -1.0512
H -8.5489 -3.0239 6.2400
H -7.0450 -2.8825 1.8613
H 1.5036 9.1041 -5.0826
H 7.6574 1.1319 3.8130
H 9.8087 5.5855 2.3535
H -2.1516 -6.2125 1.0720
H 0.5203 1.6198 7.0592
H 5.4201 -6.7522 -7.1592
H -0.4831 1.2248 2.4829
H -1.2413 -2.8998 -2.1842
H 3.8274 8.0364 -2.6112
H 0.6320 -2.6582 -6.3011
H -2.8892 -1.4948 -0.9653
H 1.9825 -3.3535 4.6898
H -1.7609 -4.8879 -1.5637

***

Density functional theory data (wB97M-V/def2-TZVPD) for a cluster of 3 separate species, C19H22ClF16NO7 in total.

The total energy comes out at -3376.66624 a.u. Its SMILES is CC(=O)NCCCCOC(=O)OCC(=O)Cl.FC(F)C(F)(F)COC(F)(F)C(F)F.FC(F)C(F)(F)COC(F)(F)C(F)F. The spin multiplicity is 1. For the HOMO energy, the calculation gives -9.72 eV. For the HOMO-LUMO gap, the calculation gives 10.0371 eV.

Geometry (Å):
Cl 1.0370 -3.4478 -1.3458
F -0.8426 -3.8682 6.0761
F -0.9058 -6.5130 6.9806
F -4.5016 6.3088 -4.2323
F -2.6392 3.0491 -3.5396
F -2.1971 -7.3652 3.7920
F -1.3719 2.5278 -1.8362
F -0.5257 4.9088 -2.7123
F -2.7037 6.6080 -6.2529
F -0.0238 -7.1263 5.0782
F -2.2285 -5.1931 5.0654
F 0.8467 3.3496 -3.3327
F -0.8893 -5.9600 0.8419
F 0.2964 -6.7007 2.5077
F -1.7457 -8.3245 1.8819
F -2.9561 5.4798 -2.9294
F -3.0603 4.5476 -5.6512
O -0.1351 -1.9966 1.0373
O -0.4673 4.2199 -4.8495
O -1.0618 0.0055 1.2726
O 2.6817 -1.5353 -0.9148
O -1.0754 -0.9995 -0.7004
O -0.3301 -4.5430 4.0591
O 5.6798 1.8363 -0.9372
N 3.4951 2.3007 -1.1517
C 4.4746 0.9998 0.8422
C -2.0333 -7.1389 2.4717
C 0.2409 2.0576 0.8317
C 4.6139 1.7332 -0.4705
C 1.2559 1.7295 -0.2467
C -3.1665 6.2570 -4.0140
C -0.9564 5.5069 -5.1916
C 2.4040 2.7455 -0.2524
C -1.0024 -4.7599 2.8264
C -0.7832 -0.9488 0.4241
C -0.3930 3.8453 -3.5313
C -2.4783 5.7019 -5.2616
C -0.8979 -6.1539 2.1897
C 1.8099 -2.1246 -0.4585
C -1.3846 2.7317 -3.1837
C 1.2581 -1.8923 0.9354
C -0.1838 -6.0877 5.9184
C -1.0817 1.3272 0.6966
C -0.9197 -4.9265 5.2422
H 4.7526 1.6784 1.6404
H -1.4605 1.3560 -0.3152
H -0.0181 3.1042 0.7017
H -2.9730 -6.7659 2.0537
H 3.1168 1.5553 -1.7267
H 0.6254 1.9635 1.8407
H -1.7848 1.8935 1.2909
H -2.8129 7.2704 -3.8023
H 1.6496 -0.9825 1.3692
H 1.6639 -2.7021 1.5317
H 0.7994 -5.7580 6.2617
H 2.0446 3.6913 -0.6374
H -0.4779 6.2856 -4.5978
H 2.7645 2.9448 0.7495
H 5.1799 0.1899 0.8806
H 3.4809 0.6246 1.0496
H 1.7182 0.7574 -0.1399
H -1.1080 1.8020 -3.6853
H -0.4969 -4.0886 2.1361
H 0.8192 1.7607 -1.2333
H -2.0328 -4.4076 2.8664
H -0.6023 5.6556 -6.2096